{
  "formula": "C39H20BrN8O2Rb",
  "method": "wB97M-V/def2-TZVPD",
  "multiplicity": 1,
  "e_above_lowest_kj_mol": 40.7,
  "e_tot_ev": -127485.5690,
  "total_charge": -2,
  "fmax_ev_per_a": 0.67,
  "elements": ["Rb", "C", "C", "C", "C", "C", "N", "C", "C", "C", "C", "C", "C", "C", "C", "N", "C", "N", "C", "N", "C", "N", "C", "N", "C", "N", "C", "C", "C", "C", "C", "C", "C", "C", "C", "C", "C", "C", "C", "C", "N", "H", "H", "H", "H", "H", "H", "H", "H", "H", "H", "H", "H", "H", "H", "H", "H", "Br", "C", "C", "C", "C", "C", "C", "C", "O", "O", "H", "H", "H", "H"],
  "positions_angstrom": [[0.631, -0.745, -1.333], [-5.065, -2.857, 2.774], [-5.755, -1.705, 2.378], [-5.097, -0.650, 1.763], [-3.730, -0.769, 1.547], [-2.726, 0.117, 0.949], [-3.002, 1.336, 0.594], [-2.063, 2.157, 0.058], [-2.016, 3.580, 0.136], [-2.903, 4.577, 0.572], [-2.504, 5.894, 0.546], [-1.211, 6.258, 0.098], [-0.314, 5.302, -0.320], [-0.695, 3.950, -0.294], [-0.066, 2.712, -0.608], [1.256, 2.245, -0.877], [2.019, 2.050, 0.116], [2.963, 0.967, 0.009], [3.109, 0.515, 1.205], [3.604, -0.734, 1.548], [2.632, -1.573, 1.737], [1.308, -1.308, 1.541], [0.595, -2.406, 1.897], [-0.686, -2.625, 1.927], [-1.634, -1.681, 1.588], [-1.473, -0.529, 0.997], [-3.043, -1.919, 1.943], [-3.699, -2.973, 2.564], [1.537, -3.492, 2.329], [1.328, -4.784, 2.766], [2.447, -5.547, 3.091], [3.732, -5.021, 2.982], [3.934, -3.714, 2.544], [2.817, -2.970, 2.221], [2.558, 1.418, 2.246], [2.602, 1.347, 3.622], [1.953, 2.352, 4.332], [1.279, 3.366, 3.661], [1.224, 3.412, 2.269], [1.879, 2.417, 1.565], [-0.896, 1.703, -0.469], [-5.609, -3.666, 3.249], [-6.823, -1.639, 2.556], [-5.621, 0.246, 1.453], [-3.892, 4.300, 0.918], [-3.188, 6.670, 0.871], [-0.927, 7.304, 0.086], [0.680, 5.586, -0.652], [-3.148, -3.855, 2.868], [0.321, -5.176, 2.843], [2.319, -6.568, 3.432], [4.585, -5.639, 3.238], [4.925, -3.288, 2.450], [3.115, 0.531, 4.116], [1.960, 2.339, 5.415], [0.767, 4.133, 4.230], [0.669, 4.196, 1.777], [1.583, -0.341, -10.558], [1.252, -0.717, -8.715], [2.291, -1.171, -7.922], [2.039, -1.443, -6.584], [0.771, -1.268, -6.046], [-0.251, -0.807, -6.867], [-0.022, -0.527, -8.207], [0.498, -1.576, -4.564], [-0.671, -1.396, -4.171], [1.488, -1.961, -3.900], [3.278, -1.305, -8.346], [2.822, -1.796, -5.925], [-1.227, -0.674, -6.416], [-0.818, -0.165, -8.845]],
  "mulliken_charge": [0.975, -0.561, -0.541, -0.186, 0.161, -0.287, -0.569, -0.606, 0.567, -0.286, -0.475, -0.500, -0.412, 0.108, -0.413, -0.503, 0.012, -0.572, 0.386, -0.746, -0.135, -0.296, 0.157, -0.559, -0.317, -0.112, 0.067, 0.004, 0.075, 0.108, -0.595, -0.508, -0.334, -0.074, 0.277, -0.447, -0.636, -0.743, 0.180, 0.581, 0.108, 0.373, 0.357, 0.511, 0.450, 0.359, 0.364, 0.418, 0.515, 0.536, 0.364, 0.373, 0.509, 0.472, 0.360, 0.438, 0.278, -0.269, 0.273, -0.453, -0.187, -0.168, -0.214, -0.442, 0.380, -0.765, -0.817, 0.388, 0.423, 0.429, 0.390]
}